1.
133
Properties=species:S:1:pos:R:3:forces:R:3:lowdin_spin:R:1 method="wB97M-V/def2-TZVPD" multiplicity=4 energy_ha=-3547.62695
C 3.01626 0.33354 2.44285 0.697 -0.274 0.334 0.00
C 4.48866 0.51138 1.78917 0.282 -1.319 1.406 0.00
O 4.48969 0.52691 0.33763 -1.853 2.046 0.336 0.00
B 3.68661 1.59129 -0.19945 0.954 -0.019 0.137 0.00
O 4.21444 2.93178 -0.28029 -1.355 -1.529 1.268 0.00
C 2.13208 1.37252 -0.69765 -2.717 -0.063 -0.971 0.00
C 1.16594 2.59005 -0.45563 -1.768 -3.067 -1.690 0.00
C -0.34672 2.52543 -0.86435 3.217 -3.382 -0.006 0.00
P -1.41799 4.03901 -0.55109 -2.080 2.540 -2.436 0.00
O -1.94321 4.69316 -1.82958 1.753 -1.697 3.557 0.00
O -2.72054 3.54897 0.46041 2.873 -0.250 -1.167 0.00
O -0.49466 5.19299 0.33472 -1.547 -3.514 -0.105 0.00
C -0.83189 1.18189 -1.49620 1.745 0.136 0.557 0.00
C 0.12526 -0.04661 -1.73673 0.188 2.922 1.127 0.00
C 1.63135 0.03906 -1.35939 -4.661 2.314 0.555 0.00
P 2.85304 -1.37887 -1.66580 4.107 0.882 -0.236 0.00
O 2.89428 -1.86502 -3.30748 -1.587 -1.299 2.102 0.00
O 2.61676 -2.69503 -0.59016 -2.060 1.678 -0.792 0.00
C -0.57731 -1.33916 -2.37490 -0.035 -0.978 -0.938 0.00
O -0.02368 -2.14699 -3.15224 -1.585 2.642 2.893 0.00
C -2.12178 -1.55446 -1.95427 -1.553 2.593 0.755 0.00
C -3.00367 -0.45098 -1.70852 1.344 -1.404 -0.261 0.00
C -4.51619 -0.61240 -1.25211 -2.759 -0.020 0.794 0.00
C -5.14497 0.38439 -0.21014 -1.745 -3.342 -1.927 0.00
C -6.61149 0.12904 0.20282 1.748 -0.421 -1.074 0.00
N -7.48596 -0.89852 -0.25642 4.806 0.443 -1.554 0.00
C -6.90085 -1.78211 -1.20876 1.895 0.800 -0.086 0.00
C -5.46812 -1.74437 -1.78664 -0.726 3.065 2.969 0.00
C -2.38756 1.02947 -1.91385 -0.830 1.216 -0.799 0.00
O -3.04655 1.98478 -2.38459 2.302 -3.561 1.975 0.00
H 2.31951 -0.29796 1.78846 1.091 1.052 0.707 0.00
H 2.54015 1.34442 2.68374 0.501 -1.464 -0.314 0.00
H 3.16694 -0.27878 3.41163 -0.331 1.272 -1.379 0.00
H 5.07641 -0.43488 2.09931 -0.847 1.541 -0.724 0.00
H 5.07640 1.38809 2.26318 -1.129 -1.116 -0.867 0.00
H 4.19361 3.32867 0.62110 0.467 -0.254 -0.924 0.00
H 1.51749 3.56050 0.02969 -0.263 -1.652 -0.874 0.00
H -2.65682 2.56875 0.51909 -0.144 0.807 0.116 0.00
H -0.36713 4.77681 1.22782 -0.041 0.783 -0.774 0.00
H 2.58778 -2.80593 -3.40385 -0.038 1.159 -0.157 0.00
H 1.88258 -2.47011 0.03678 0.678 -0.558 -0.711 0.00
H -2.57063 -2.59157 -1.80323 1.094 1.369 -0.510 0.00
H -4.55001 1.26110 0.22022 -1.117 -1.477 -0.747 0.00
H -7.04899 0.86059 0.97915 0.635 -1.375 -1.414 0.00
H -7.57389 -2.63679 -1.59050 1.068 1.624 0.744 0.00
H -5.12677 -2.50103 -2.56136 -0.536 1.190 1.181 0.00
C 8.08451 -4.00891 -4.90603 -0.088 0.334 0.236 0.00
C 7.61612 -4.64372 -6.24559 1.648 -0.062 1.272 0.02
C 8.22919 -3.89165 -7.45242 -0.348 0.098 -0.322 0.01
C 7.54188 -2.57696 -7.80531 -0.006 0.095 0.045 0.00
C 6.02978 -2.75583 -7.90132 0.351 -0.254 -0.182 0.01
C 5.43759 -3.38942 -6.62763 -1.096 1.665 0.719 0.02
N 6.12038 -4.66724 -6.26179 -0.251 -1.820 -3.948 0.32
O 5.72679 -5.61736 -7.15211 0.385 1.374 2.036 0.59
C 5.53577 -2.36432 -5.47268 0.176 -0.043 0.237 0.00
C 3.91240 -3.57883 -6.81760 0.159 -0.605 -0.217 0.00
C 8.24766 -6.06191 -6.23572 -0.723 -0.226 -0.401 0.00
H 7.28826 -4.00781 -4.15640 0.013 0.049 -0.191 0.00
H 8.90508 -4.56686 -4.44921 -0.001 -0.024 -0.274 0.00
H 8.43830 -2.98264 -5.03196 -0.116 -0.029 0.039 0.00
H 8.18917 -4.53364 -8.34017 -0.107 -0.120 0.164 0.00
H 9.29065 -3.69612 -7.26708 -0.097 -0.199 0.189 0.00
H 7.79147 -1.80555 -7.07045 -0.057 -0.031 0.017 0.00
H 7.92609 -2.21215 -8.76443 -0.003 -0.044 0.117 0.00
H 5.56414 -1.78366 -8.09464 -0.121 -0.134 0.236 0.00
H 5.80249 -3.37539 -8.77682 -0.048 -0.143 0.181 0.00
H 5.15104 -2.78756 -4.53799 0.082 0.041 -0.171 0.00
H 4.93416 -1.47636 -5.69103 -0.025 -0.250 -0.125 0.00
H 6.54224 -1.99934 -5.28653 0.055 -0.104 0.008 0.00
H 3.66558 -4.20688 -7.67714 0.184 -0.069 0.168 0.00
H 3.41978 -2.61640 -6.98763 0.326 0.006 0.123 0.00
H 3.45994 -4.02464 -5.92588 0.109 -0.019 -0.090 0.00
H 7.83577 -6.67662 -5.42940 -0.016 0.109 -0.074 0.00
H 9.32975 -5.99989 -6.08851 -0.170 0.315 0.066 0.00
H 8.09906 -6.59218 -7.18029 -0.203 0.097 0.149 0.00
C 5.18096 3.71307 8.28058 0.275 0.300 0.096 0.00
C 5.15140 2.41024 7.43294 -1.093 0.888 1.569 0.02
C 5.82699 1.24445 8.19603 0.315 -0.231 -0.299 0.01
C 7.35138 1.25804 8.16902 0.077 0.063 0.046 0.00
C 7.87417 1.44149 6.74768 -0.337 -0.288 0.190 0.01
C 7.27696 2.68715 6.06485 1.762 1.182 -0.165 0.02
N 5.78296 2.69323 6.10614 -0.516 -4.091 -1.453 0.33
O 5.34039 1.75759 5.22444 0.506 2.115 1.121 0.58
C 7.85020 3.95058 6.75039 -0.147 0.221 0.157 0.00
C 7.81867 2.78084 4.61691 -0.582 -0.316 -0.178 0.00
C 3.64274 2.05949 7.32708 0.215 -0.274 -0.786 0.00
H 5.34820 4.59802 7.66016 0.074 -0.176 0.015 0.00
H 4.23172 3.89680 8.78877 0.051 -0.266 -0.041 0.00
H 5.94968 3.68827 9.05686 0.011 0.052 -0.110 0.00
H 5.49786 0.29012 7.76850 -0.096 0.159 -0.131 0.00
H 5.49279 1.24100 9.23879 -0.178 0.172 -0.164 0.00
H 7.73859 2.04356 8.82504 -0.005 0.018 -0.057 0.00
H 7.73033 0.31421 8.57635 -0.066 0.113 -0.013 0.00
H 8.96693 1.50820 6.77227 -0.123 0.229 -0.150 0.00
H 7.64280 0.54057 6.16742 -0.143 0.167 -0.094 0.00
H 7.42629 4.86174 6.31233 -0.001 -0.178 0.050 0.00
H 8.93484 4.00537 6.61295 -0.167 -0.192 -0.130 0.00
H 7.68657 3.98668 7.82393 -0.106 -0.013 -0.005 0.00
H 7.58455 1.89773 4.01720 -0.154 0.099 0.154 0.00
H 8.90908 2.87377 4.61549 -0.169 0.034 0.292 0.00
H 7.41505 3.66024 4.10477 -0.024 -0.103 0.084 0.00
H 3.09463 2.82050 6.76289 0.115 -0.042 0.034 0.00
H 3.19275 1.99307 8.32169 0.331 0.148 -0.003 0.00
H 3.47136 1.09044 6.85036 0.137 0.192 -0.111 0.00
C -10.90657 0.26901 1.90905 -0.090 0.327 0.233 0.00
C -11.34912 -0.37377 0.56471 1.658 -0.081 1.246 0.02
C -10.73736 0.38970 -0.63536 -0.338 0.164 -0.296 0.01
C -11.44521 1.69165 -0.99537 -0.040 0.059 0.040 0.00
C -12.95281 1.48507 -1.10736 0.369 -0.206 -0.166 0.01
C -13.54669 0.84033 0.15997 -1.147 1.578 0.666 0.02
N -12.84454 -0.42463 0.53288 -0.188 -1.805 -3.922 0.32
O -13.21159 -1.38122 -0.36143 0.321 1.406 2.041 0.59
C -13.47928 1.86692 1.31598 0.151 -0.005 0.262 0.00
C -15.06611 0.62267 -0.04568 0.160 -0.619 -0.186 0.00
C -10.69166 -1.77986 0.58147 -0.671 -0.286 -0.300 0.00
H -11.71053 0.25529 2.65046 0.014 0.045 -0.182 0.00
H -10.08065 -0.27416 2.37422 0.007 -0.034 -0.286 0.00
H -10.57025 1.30189 1.78689 -0.113 -0.019 0.031 0.00
H -10.75613 -0.25266 -1.52352 -0.086 -0.126 0.165 0.00
H -9.68235 0.60431 -0.43896 -0.121 -0.257 0.167 0.00
H -11.21763 2.46746 -0.25775 -0.052 -0.022 0.017 0.00
H -11.05771 2.06373 -1.95033 -0.002 -0.040 0.120 0.00
H -13.43425 2.44869 -1.30554 -0.130 -0.134 0.227 0.00
H -13.15944 0.86171 -1.98516 -0.050 -0.147 0.190 0.00
H -13.86607 1.43607 2.24692 0.084 -0.012 -0.166 0.00
H -14.09527 2.74332 1.08995 0.001 -0.231 -0.160 0.00
H -12.48165 2.25011 1.51243 0.049 -0.098 0.012 0.00
H -15.29223 -0.00965 -0.90768 0.191 -0.055 0.166 0.00
H -15.57477 1.57591 -0.22091 0.324 0.015 0.107 0.00
H -15.51938 0.16847 0.84123 0.112 -0.009 -0.092 0.00
H -11.10084 -2.40276 1.38336 -0.081 0.106 -0.081 0.00
H -9.61333 -1.70014 0.73951 -0.223 0.357 0.017 0.00
H -10.82022 -2.31313 -0.36465 -0.222 0.098 0.129 0.00

=====

2.
90
Properties=species:S:1:pos:R:3:forces:R:3:mulliken_charge:R:1 method="wB97M-V/def2-TZVPD" multiplicity=1 total_charge=+1 energy_ha=-3062.02201 e_above_lowest_kcal_mol=52.8
Ta 0.46148 -0.10712 0.27396 -0.463 0.026 0.716 -0.39
C -3.01852 -2.93609 4.27385 -0.047 0.563 0.157 -1.03
Si -3.08154 -1.04715 4.31028 0.057 0.193 0.035 0.29
C -4.60039 -0.30364 5.17150 0.324 -0.397 -0.282 -1.25
C -1.52612 -0.20182 5.00606 -0.328 -0.418 -0.074 -0.76
C -3.09994 -0.41623 2.49401 0.118 -0.104 0.278 -0.14
C -4.09941 0.40189 1.99019 0.100 -0.136 -0.061 -0.14
C -3.94000 1.10868 0.79640 0.163 0.002 -0.040 -1.60
C -2.72115 1.04275 0.16470 -0.276 0.228 -0.223 -0.12
N -1.76140 0.21915 0.59889 1.062 -0.112 -0.239 -0.06
C -1.96176 -0.54372 1.68796 -0.285 0.241 -0.153 0.81
S -0.67025 -1.66751 1.94749 1.035 -0.323 -0.649 -0.42
H -2.98839 -3.35876 5.27534 -0.010 -0.021 0.139 0.37
H -2.13416 -3.28040 3.74251 0.075 -0.005 -0.021 0.29
H -3.89021 -3.34195 3.76480 -0.125 -0.003 -0.043 0.34
H -4.43521 -0.28826 6.24696 0.059 -0.043 0.110 0.37
H -5.50688 -0.87897 4.99577 -0.096 -0.073 -0.070 0.34
H -4.79184 0.72416 4.86666 0.090 0.093 -0.044 0.38
H -1.62779 0.01681 6.06635 -0.094 -0.028 0.151 0.56
H -1.34327 0.74219 4.49591 -0.067 0.085 -0.085 -0.03
H -0.63983 -0.81952 4.88479 0.107 -0.070 -0.046 0.31
H -5.02287 0.48708 2.54564 -0.083 0.135 0.009 0.55
H -4.73029 1.73021 0.40551 0.018 0.068 -0.047 0.53
H -2.47884 1.63536 -0.70720 -0.085 0.005 -0.032 0.59
O 2.95579 2.99877 0.06395 0.009 0.020 -0.074 -0.58
C 2.56823 2.13871 -0.67862 -0.032 0.944 -0.027 0.29
O 2.55576 0.84462 -0.47077 -1.169 -1.079 0.689 -0.76
C 1.97907 2.39534 -2.07573 0.045 -0.542 0.178 -0.60
P 1.73283 0.65546 -2.57877 0.081 0.385 -0.830 1.55
C 3.28251 -0.14783 -3.04746 -0.255 0.063 0.053 0.36
C 3.92088 0.22796 -4.22515 -0.046 0.005 0.098 -0.52
C 5.02805 -0.48035 -4.65992 0.021 0.019 -0.059 -0.77
C 5.47796 -1.57364 -3.93513 -0.005 0.080 0.010 -0.56
C 4.85206 -1.93145 -2.74976 0.010 -0.117 0.039 -0.83
C 3.75195 -1.22301 -2.29959 0.016 0.158 -0.030 -0.13
C 0.71946 0.65871 -4.08388 -0.095 -0.117 0.314 0.40
C -0.10988 -0.46754 -4.05336 0.171 0.184 0.034 -0.14
C -1.01444 -0.69039 -5.07276 -0.032 -0.015 0.003 -0.69
C -1.10259 0.23643 -6.10510 -0.006 -0.080 0.005 -0.79
C -0.29477 1.36278 -6.12498 0.027 0.099 -0.035 -0.81
C 0.62550 1.58288 -5.11026 0.067 -0.044 0.029 -0.66
H 2.67443 2.92185 -2.73224 0.016 -0.082 -0.001 0.71
H 1.04502 2.96329 -2.04989 0.055 -0.094 0.022 0.30
H 3.55087 1.06632 -4.80089 -0.011 0.005 -0.087 0.33
H 5.53201 -0.18664 -5.56967 0.004 -0.004 -0.038 0.44
H 6.32075 -2.14339 -4.29816 0.073 -0.023 0.033 0.42
H 5.22046 -2.76820 -2.17520 0.027 -0.071 0.025 0.44
H 3.25983 -1.48301 -1.37005 0.053 -0.046 -0.041 0.34
H 1.01068 -1.99530 -3.15103 -0.068 0.007 0.109 0.54
H -1.64886 -1.56674 -5.06485 -0.046 -0.018 0.012 0.55
H -1.81314 0.07644 -6.90215 -0.057 -0.003 -0.062 0.44
H -0.38780 2.07664 -6.92941 -0.007 0.045 -0.065 0.45
H 1.25360 2.46396 -5.11728 0.007 0.074 -0.059 0.52
C 4.80639 0.43334 3.27842 -0.032 -0.228 -0.070 -0.57
C 3.99740 -0.62305 2.88592 0.361 -0.002 -0.052 -0.94
C 2.70847 -0.38268 2.45123 -0.379 0.283 -0.060 -0.20
C 2.20238 0.92496 2.39923 0.958 -0.305 0.438 0.53
C 3.01762 1.97782 2.82412 -0.160 -0.126 -0.007 -0.06
C 4.30506 1.72595 3.25787 -0.136 0.074 -0.043 -0.83
N 0.94944 1.11372 1.82554 -0.080 -0.059 -0.999 0.82
C 0.23077 2.27876 2.07543 -0.678 0.768 0.080 0.18
C 0.03690 2.77399 3.36967 0.039 -0.268 -0.154 -0.50
C -0.77553 3.87076 3.58318 0.087 0.037 0.007 -0.73
C -1.39241 4.51254 2.51831 -0.007 0.021 -0.070 -0.76
C -1.19253 4.04391 1.23022 -0.146 0.098 -0.031 -0.96
C -0.38824 2.94070 1.00911 0.328 -0.109 0.269 0.29
H 5.82501 0.24908 3.58587 0.025 -0.022 0.096 0.42
H 4.37147 -1.63660 2.92267 0.018 -0.030 -0.010 0.48
H 2.07535 -1.23527 2.20297 -0.125 -0.002 0.051 0.37
H 2.64422 2.98881 2.77927 0.041 0.064 -0.055 0.41
H 4.93026 2.55445 3.55608 0.044 0.043 0.037 0.41
H 0.52189 2.27555 4.19700 0.007 -0.017 0.067 0.61
H -0.91511 4.23469 4.59116 -0.019 0.031 0.043 0.47
H -1.99914 5.38919 2.68782 -0.055 0.037 0.011 0.44
H -1.64118 4.56019 0.39277 -0.031 0.011 -0.045 0.52
H -0.18135 2.61646 -0.01178 0.062 0.036 -0.050 0.29
N -4.73481 -5.75439 -0.90009 -0.172 -0.124 0.093 -0.51
C -3.93827 -5.00070 -1.23610 -0.315 -0.250 0.130 -0.17
C -2.94107 -4.08146 -1.65884 0.532 0.369 -0.239 0.47
C -1.79575 -4.55792 -2.29732 -0.143 0.030 0.067 -0.90
C -0.81571 -3.66945 -2.69616 0.035 0.160 0.051 -0.51
C -0.95449 -2.30344 -2.46612 -0.121 -0.164 -0.005 -0.63
C -2.11764 -1.83439 -1.86360 0.019 -0.018 -0.128 -0.02
C -3.10365 -2.71145 -1.45296 -0.022 -0.034 -0.030 -0.91
C 0.15307 -1.36621 -2.85565 -0.070 -0.309 -0.044 1.44
C 0.64607 -0.47257 -1.72720 0.033 0.448 0.866 -0.36
H -1.67861 -5.61726 -2.47416 -0.027 -0.040 0.014 0.51
H 0.07224 -4.03962 -3.19187 0.054 -0.023 0.014 0.50
H -2.26230 -0.77017 -1.73710 0.032 -0.007 -0.006 0.88
H -4.00382 -2.33800 -0.98515 -0.055 -0.030 0.032 0.53